1.
{
  "formula": "C24H68As2F12N5O5",
  "method": "ωB97M-V/def2-TZVPD",
  "e_above_lowest_ev": 0.000,
  "charge": 3,
  "e_lumo_ev": -6.46,
  "homo_ev": -16.309,
  "symbols": ["C", "C", "N", "C", "C", "C", "C", "C", "O", "C", "H", "H", "H", "H", "H", "H", "H", "H", "H", "H", "H", "H", "H", "H", "H", "H", "H", "H", "H", "H", "C", "C", "C", "O", "C", "N", "H", "H", "H", "H", "H", "H", "H", "H", "H", "H", "H", "H", "C", "C", "C", "O", "C", "N", "H", "H", "H", "H", "H", "H", "H", "H", "H", "H", "H", "H", "C", "C", "C", "O", "C", "N", "H", "H", "H", "H", "H", "H", "H", "H", "H", "H", "H", "H", "C", "C", "C", "O", "C", "N", "H", "H", "H", "H", "H", "H", "H", "H", "H", "H", "H", "H", "As", "F", "F", "F", "F", "F", "F", "As", "F", "F", "F", "F", "F", "F"],
  "positions_angstrom": [[-11.223742, 7.152435, -18.036551], [-11.955077, 7.540776, -16.751960], [-12.055234, 6.401419, -15.760094], [-10.686133, 6.043999, -15.254903], [-12.893317, 6.811100, -14.561837], [-12.516300, 8.091698, -13.873755], [-12.649805, 5.153535, -16.436374], [-13.069306, 4.024281, -15.531738], [-11.914751, 3.458558, -14.944074], [-12.227142, 2.453469, -13.970835], [-11.817364, 6.657837, -18.804852], [-10.256087, 6.655879, -17.928192], [-10.977039, 8.105853, -18.515634], [-12.997686, 7.744721, -16.990503], [-11.419249, 8.350980, -16.271855], [-10.181164, 5.395957, -15.964617], [-10.772491, 5.443758, -14.355068], [-10.148293, 6.958304, -15.022390], [-12.851702, 5.943788, -13.905792], [-13.916292, 6.820885, -14.946280], [-12.650905, 8.946518, -14.540692], [-11.494358, 8.217067, -13.509905], [-13.136365, 8.258284, -12.994454], [-11.858218, 4.861649, -17.126991], [-13.444100, 5.493797, -17.102201], [-13.565961, 3.253650, -16.129084], [-13.759766, 4.388861, -14.767492], [-12.923039, 1.744188, -14.424701], [-12.725500, 2.942780, -13.127231], [-11.318362, 2.022286, -13.560530], [-3.919088, 2.168807, -18.925277], [-3.383153, 2.935638, -17.707429], [-1.956012, 2.597537, -17.375746], [-1.704305, 3.351641, -16.200460], [-0.409985, 3.216504, -15.662046], [-3.535617, 4.426929, -17.954397], [-4.491521, 4.799219, -18.076286], [-3.005500, 4.791327, -17.150277], [-3.058797, 4.734193, -18.806478], [-3.262276, 2.283613, -19.791565], [-4.896323, 2.500560, -19.282303], [-4.009573, 1.118052, -18.655577], [-4.074393, 2.698388, -16.900944], [-1.290470, 2.824730, -18.214349], [-1.897695, 1.542007, -17.100889], [0.380151, 3.498586, -16.368210], [-0.117831, 2.199200, -15.375714], [-0.359670, 3.836288, -14.771112], [-8.592503, 0.118599, -15.146956], [-8.339530, 0.974083, -16.379091], [-8.223143, 0.160201, -17.652364], [-8.003608, 1.010880, -18.736109], [-7.883712, 0.268423, -19.939680], [-9.403553, 2.067599, -16.434520], [-10.362774, 1.789418, -16.645573], [-9.402447, 2.518944, -15.517536], [-9.179817, 2.768139, -17.147235], [-9.619330, -0.266965, -15.084691], [-8.552736, 0.663010, -14.200543], [-7.997754, -0.787110, -15.046256], [-7.402087, 1.521419, -16.283940], [-9.096717, -0.501243, -17.730472], [-7.393762, -0.531510, -17.456702], [-6.900212, -0.212607, -19.954614], [-7.783638, 1.004241, -20.739754], [-8.620541, -0.435394, -20.332786], [-11.164061, 3.930372, -21.561224], [-9.860319, 3.200561, -21.803075], [-9.946291, 2.070685, -22.791539], [-8.659314, 1.635474, -23.139937], [-8.643809, 0.752091, -24.262320], [-8.766016, 4.171291, -22.186489], [-9.077961, 4.604946, -23.064043], [-8.603651, 4.967778, -21.561244], [-7.898650, 3.670604, -22.395463], [-11.106381, 4.797428, -20.908686], [-11.871620, 3.216330, -21.130988], [-11.678812, 4.172048, -22.494842], [-9.408281, 2.704741, -20.936626], [-10.463771, 2.448165, -23.688645], [-10.581465, 1.271788, -22.397541], [-9.382836, -0.042898, -24.112248], [-7.646644, 0.323606, -24.265703], [-8.938128, 1.262813, -25.181748], [-7.026183, 8.739235, -15.283217], [-5.803846, 9.313294, -15.923289], [-5.179749, 8.491197, -17.038855], [-4.180374, 9.246014, -17.684616], [-3.511969, 8.544232, -18.727040], [-6.062415, 10.682309, -16.512353], [-6.137707, 11.489024, -15.882108], [-5.338205, 10.893947, -17.215093], [-6.965364, 10.764907, -16.996503], [-7.880672, 8.702983, -15.961824], [-7.361491, 9.450635, -14.522599], [-6.789971, 7.768152, -14.851814], [-4.962928, 9.520930, -15.256659], [-5.906884, 8.049112, -17.723250], [-4.720368, 7.664437, -16.482990], [-4.003165, 7.607416, -19.016775], [-2.550574, 8.270756, -18.287218], [-3.409823, 9.071063, -19.672855], [-7.653390, 5.183858, -18.523131], [-9.258866, 4.465688, -18.469155], [-7.168792, 3.819020, -19.558417], [-5.944892, 5.628928, -18.564684], [-8.004906, 6.572647, -17.528346], [-7.251605, 4.290551, -17.101845], [-7.975718, 6.080219, -20.029676], [-7.459440, 4.470621, -13.355022], [-6.628269, 2.935100, -13.521299], [-8.743828, 3.797859, -14.377891], [-8.247420, 6.045359, -13.224049], [-6.237233, 5.012817, -12.234974], [-6.561298, 4.987071, -14.759344], [-8.352928, 3.897985, -11.975379]],
  "atomic_forces_ev_per_a": [[0.4, 0.9, -0.6], [-0.1, -1.5, -0.6], [0.5, -0.5, 0.6], [0.1, -0.2, 0.3], [-0.4, -0.9, -0.3], [0.3, 1.1, -0.2], [0.5, 1.0, -0.7], [0.4, -0.1, 0.2], [0.5, -0.1, -0.1], [-0.7, 0.8, 0.2], [-0.2, -0.3, 0.4], [-0.4, 0.0, 0.3], [0.0, 0.0, 0.0], [0.1, 0.7, 0.1], [-0.3, 0.1, 0.2], [0.2, 0.4, -0.2], [-0.1, 0.1, 0.1], [0.2, -0.1, -0.2], [0.2, 0.2, 0.2], [0.0, 0.4, 0.1], [-0.3, 0.0, 0.1], [0.1, -0.7, -0.1], [-0.2, -0.2, -0.1], [0.0, -0.4, 0.2], [-0.4, 0.0, 0.4], [-0.3, 0.2, -0.1], [-0.2, -0.2, 0.0], [0.2, -0.4, 0.2], [-0.1, -0.2, 0.0], [0.1, -0.1, -0.4], [0.3, 0.2, -0.2], [-1.8, -0.9, -1.8], [-0.4, 0.3, 1.3], [-0.1, 0.2, -0.6], [1.2, -0.2, 0.2], [1.1, -0.2, 0.2], [-0.1, -0.4, 0.7], [-0.4, 0.6, 0.0], [0.3, -0.3, 0.1], [0.2, -0.2, 0.1], [-0.1, 0.1, 0.5], [0.1, 0.0, -0.2], [0.3, 0.3, 0.4], [0.2, 0.0, 0.1], [0.0, -0.2, -0.4], [-0.2, 0.4, -0.1], [-0.7, -0.1, 0.0], [0.0, 0.1, -0.1], [-1.2, -0.2, 0.8], [0.2, -0.2, 0.3], [-0.4, -0.4, 1.3], [-1.1, -0.8, -0.3], [1.8, 1.0, -1.5], [0.2, -0.2, -0.5], [0.1, -0.6, 0.2], [0.1, 0.5, 0.2], [0.3, 0.1, 0.1], [-0.1, 0.0, -0.7], [0.7, 0.3, -0.2], [0.5, 0.3, -0.3], [-0.1, 0.3, 0.2], [-0.2, 0.2, -0.5], [0.2, 0.1, -0.3], [-0.2, -0.4, 0.2], [-0.1, 0.2, 0.1], [-0.6, 0.0, 1.1], [-0.6, -0.9, -0.2], [1.1, -0.4, 1.6], [-0.4, 0.5, -1.7], [0.0, 0.4, 0.5], [-0.5, -0.4, 0.3], [-0.7, 0.4, -1.7], [0.3, 0.0, -0.1], [0.1, -0.4, 0.6], [0.0, -0.1, 0.2], [0.2, 0.0, 0.0], [0.2, 0.0, 0.3], [0.4, 0.4, -0.1], [-0.5, 0.5, 0.5], [0.0, -0.1, -0.1], [0.1, 0.0, 0.2], [0.2, -0.1, 0.1], [0.0, 0.1, -0.4], [0.4, 0.1, 0.0], [-0.3, 0.8, 0.4], [1.1, 0.8, -0.8], [0.2, -0.8, 0.5], [-1.0, 0.5, -0.5], [0.6, -1.0, 0.3], [-1.0, 1.3, -0.7], [0.6, -0.4, 0.5], [0.1, -0.2, 0.2], [0.2, -0.6, -0.2], [0.3, -0.5, -0.3], [0.2, -0.4, 0.4], [-0.3, 0.0, 0.1], [-0.4, -0.2, 0.5], [-0.1, 0.3, -0.2], [0.0, -0.3, -0.2], [-0.4, 0.1, 0.4], [0.3, 0.1, -0.5], [0.1, 0.7, 0.4], [1.2, -1.2, -0.2], [0.1, 0.8, -0.1], [-0.4, 0.6, 0.3], [-0.1, 0.7, -0.3], [-0.2, -0.5, -0.9], [-0.4, -0.2, -0.4], [-0.2, -0.4, 1.1], [1.3, -0.5, 2.4], [-0.5, 0.2, -0.1], [-0.3, 0.4, -0.4], [0.0, -0.7, -0.7], [-0.3, 0.1, -0.9], [-0.4, 0.5, 0.2], [-0.1, 0.1, -0.7]]
}

***

2.
{
  "formula": "C24H68ClN4O12",
  "method": "ωB97M-V/def2-TZVPD",
  "charge": -1,
  "e_lumo_ev": 2.42,
  "homo_ev": -5.532,
  "symbols": ["Cl", "O", "O", "O", "O", "C", "C", "C", "O", "C", "N", "H", "H", "H", "H", "H", "H", "H", "H", "H", "H", "H", "C", "C", "C", "O", "C", "N", "H", "H", "H", "H", "H", "H", "H", "H", "H", "H", "H", "C", "C", "C", "O", "C", "N", "H", "H", "H", "H", "H", "H", "H", "H", "H", "H", "H", "C", "C", "C", "O", "C", "N", "H", "H", "H", "H", "H", "H", "H", "H", "H", "H", "H", "C", "C", "O", "H", "H", "H", "H", "H", "H", "C", "C", "O", "H", "H", "H", "H", "H", "H", "C", "C", "O", "H", "H", "H", "H", "H", "H", "C", "C", "O", "H", "H", "H", "H", "H", "H"],
  "positions_angstrom": [[0.354750, 0.447250, -0.052213], [1.594373, 0.472603, 0.662238], [0.107705, 1.860063, -0.320487], [0.447027, -0.256784, -1.290587], [-0.650128, -0.107321, 0.795540], [-3.740043, -7.003244, 2.355160], [-4.471151, -5.756860, 2.834789], [-4.556028, -4.686848, 1.754087], [-3.296074, -4.066403, 1.688912], [-3.144645, -3.015062, 0.737745], [-5.845462, -6.033798, 3.297082], [-4.147058, -7.335688, 1.396239], [-3.752083, -7.809587, 3.090703], [-2.683678, -6.766173, 2.209552], [-3.771239, -5.361073, 3.574954], [-5.314958, -3.958315, 2.060695], [-4.903194, -5.096406, 0.795318], [-2.103565, -2.706544, 0.731381], [-3.750384, -2.134476, 0.974119], [-3.490588, -3.310331, -0.256647], [-5.756587, -6.409717, 4.239820], [-6.172269, -6.861600, 2.801886], [-0.443856, 6.676352, -0.850875], [-0.445371, 5.720307, 0.301259], [-1.486575, 4.587811, 0.156139], [-1.550310, 3.822767, 1.341089], [-2.763598, 3.120443, 1.459451], [0.896978, 5.034462, 0.373302], [-1.389506, 7.238310, -0.846750], [-0.238308, 6.265687, -1.838976], [0.266750, 7.487575, -0.661950], [-0.603807, 6.294837, 1.214188], [-1.296579, 3.977885, -0.732831], [-2.448821, 5.118965, 0.066288], [-2.757475, 2.368258, 0.661143], [-3.625337, 3.787344, 1.329201], [-2.897367, 2.608474, 2.411430], [1.344393, 5.266023, -0.531121], [0.675347, 4.111177, -0.006596], [0.546560, 1.295640, 4.342509], [0.053708, 2.383936, 3.379725], [-0.545956, 3.633179, 4.137194], [-0.164061, 4.858474, 3.486919], [-1.026070, 5.882869, 3.865279], [1.275340, 2.870559, 2.634411], [0.893011, 1.730867, 5.282776], [1.359376, 0.694853, 3.936440], [-0.273298, 0.604153, 4.562616], [-0.635222, 1.988797, 2.636722], [-0.103566, 3.714601, 5.139123], [-1.629655, 3.629042, 4.294719], [-0.613553, 6.844136, 3.539747], [-1.150235, 6.034934, 4.946122], [-2.015387, 5.862328, 3.389955], [1.980240, 2.255753, 3.040737], [1.105203, 2.200540, 1.874837], [2.136491, -1.192174, -4.676348], [2.454340, -2.522158, -3.938992], [3.335476, -3.484960, -4.726056], [2.674168, -3.845596, -5.932152], [3.502550, -4.577360, -6.786957], [2.943910, -2.158192, -2.604678], [1.503081, -0.582865, -4.037939], [1.550657, -1.510700, -5.543668], [3.038253, -0.720850, -5.062768], [1.539084, -3.101080, -3.758002], [3.629139, -4.391939, -4.187818], [4.284755, -2.980428, -4.956338], [4.350413, -5.103596, -6.340415], [4.013866, -3.933819, -7.521387], [2.954204, -5.232711, -7.464961], [2.472361, -2.728535, -1.907590], [2.542995, -1.264643, -2.337353], [2.054657, 3.563641, -4.171404], [2.132590, 3.476846, -2.647669], [2.270381, 4.726163, -2.012363], [2.849742, 4.166615, -4.619493], [1.093845, 3.989043, -4.463051], [2.197876, 2.556931, -4.568013], [2.968181, 2.815212, -2.387471], [1.250010, 2.936515, -2.300856], [2.923758, 5.237221, -2.500058], [-0.325084, -3.886525, 4.099658], [0.037778, -2.429005, 3.870545], [1.402474, -2.173077, 4.123574], [0.023422, -4.337729, 5.027122], [0.063997, -4.464096, 3.253667], [-1.404057, -4.028708, 3.991586], [-0.532148, -1.774117, 4.538947], [-0.457971, -2.094978, 2.949809], [1.957943, -2.761303, 3.594498], [-2.387383, 2.601810, -4.252921], [-2.033768, 1.314158, -3.522185], [-2.723010, 1.209788, -2.283234], [-2.413576, 3.481407, -3.608156], [-3.445665, 2.489399, -4.512104], [-1.665500, 2.758700, -5.053157], [-0.964146, 1.373949, -3.269411], [-2.115866, 0.384692, -4.099019], [-2.005877, 1.059983, -1.661722], [4.713752, -3.125415, -0.105006], [4.108737, -2.478845, 1.116436], [3.526007, -3.494522, 1.931496], [5.656701, -3.648115, 0.088500], [5.087680, -2.406325, -0.838290], [3.995110, -3.767204, -0.610472], [3.308433, -1.759781, 0.924223], [4.855604, -1.882524, 1.652907], [3.821885, -4.373252, 1.691957]],
  "atomic_forces_ev_per_a": [[1.0, 2.5, 1.0], [1.1, -1.3, 0.1], [-1.2, -0.4, -0.6], [0.0, -0.8, -0.8], [-0.9, -0.4, -0.1], [0.4, 0.1, -0.4], [0.3, -0.3, -0.7], [-0.1, 0.6, 0.4], [0.5, 0.1, -0.5], [-0.6, 0.0, 0.1], [0.5, -0.6, 0.8], [0.0, -0.2, 0.1], [-0.3, 0.0, 0.0], [0.0, 0.0, -0.2], [-0.8, 0.4, 0.6], [0.0, 0.0, 0.1], [0.3, -0.1, -0.2], [0.0, -0.1, -0.1], [0.0, 0.0, 0.4], [0.3, -0.3, -0.1], [-0.2, 0.3, 0.1], [-0.1, 0.2, -0.3], [-0.9, 1.5, 0.1], [1.4, -2.1, -0.1], [-0.8, 1.7, 0.9], [-0.1, 0.2, 0.4], [0.1, -0.2, -1.1], [-0.5, 0.3, -1.8], [-0.2, -0.3, -0.4], [-0.1, -0.3, 0.1], [0.4, -0.3, 0.0], [-0.2, -0.3, 0.1], [0.0, -0.1, 0.0], [-0.2, -0.3, -0.4], [-0.5, -0.2, 0.1], [0.0, 0.1, -0.1], [0.6, 0.2, 0.2], [0.2, 0.8, 1.1], [0.2, -0.7, 1.3], [-1.3, -0.2, 0.4], [1.0, 1.5, 1.0], [0.9, 0.0, -0.3], [-0.7, -0.3, 0.5], [0.2, 1.2, -0.2], [-0.8, -2.2, -0.2], [0.0, 0.0, 0.0], [-0.2, 0.0, -0.2], [0.1, -0.1, 0.3], [-0.2, 0.1, 0.3], [0.0, -0.4, 0.1], [-0.1, -0.3, -0.3], [0.3, -0.2, -0.2], [0.0, -0.5, 0.2], [-0.1, -0.5, 0.1], [0.6, 0.8, 0.4], [0.6, 1.2, -1.0], [-0.4, -2.1, -0.7], [-1.0, 0.4, 0.7], [0.9, 0.8, -0.2], [0.0, -0.3, 0.3], [0.8, 0.5, -1.5], [0.3, -0.3, 0.5], [0.2, 0.3, 0.0], [0.0, 0.4, -0.1], [0.1, 0.3, 0.4], [-0.4, 0.3, -0.6], [-0.3, 0.0, 0.3], [0.0, 0.1, -0.1], [-0.4, -0.3, 0.6], [0.0, 0.5, 0.2], [-0.4, -0.3, 0.6], [0.4, -0.4, -0.1], [0.2, 0.3, -0.3], [0.0, 0.0, 0.3], [0.5, -1.0, -0.8], [0.0, 0.2, -0.5], [0.1, 0.1, 0.2], [0.0, -0.1, -0.2], [-0.3, 0.0, -0.1], [0.1, 0.1, 0.1], [-0.1, 0.5, 0.4], [0.0, 0.0, 0.1], [-0.3, -0.3, -0.9], [-1.2, 0.1, 1.1], [-0.1, 0.2, -0.5], [0.1, 0.3, 0.1], [0.3, -0.1, 0.2], [-0.1, 0.1, 0.3], [0.4, -0.2, 0.6], [1.2, -0.1, -0.8], [-0.1, 0.1, -0.2], [-0.9, -0.7, 0.4], [1.6, 0.6, 0.8], [-0.1, -0.1, -0.3], [0.5, -0.2, 0.3], [0.2, 0.2, -0.9], [-0.5, 0.1, -0.4], [0.0, -0.1, -0.2], [-0.5, 0.3, -0.3], [-0.2, 0.0, 0.6], [0.8, 0.7, -0.7], [0.0, -0.1, -0.1], [-0.4, 0.2, 0.9], [-0.4, -0.5, 0.6], [-0.6, 0.3, 0.0], [0.1, -0.1, 0.0], [0.0, -0.2, -0.4], [0.1, -0.4, 0.3], [0.3, 0.1, -0.2]]
}

***

Number 1: total energy -197948.56174 eV. Number 2: total energy -69032.86002 eV.